Version 1
Here is C5H6OS in the gas phase from OMol25. Energies are from ωB97M-V/def2-TZVPD.

XYZ file:
```
13
Properties=species:S:1:pos:R:3
C -1.698 0.318 -0.211
C -0.553 -0.630 -0.054
C 0.678 -0.006 -0.083
C 2.078 -0.549 0.222
C 3.005 0.641 0.465
H -1.411 1.347 -0.520
H -0.834 -1.547 0.443
H 0.918 1.089 -0.517
H 2.194 -1.505 0.855
H 2.441 1.684 0.481
H 4.015 0.577 1.111
O 3.017 -0.159 -0.660
S -3.282 0.061 0.087
```

Values from the calculation:
HOMO level = -8.70 eV
SMILES = S=C/C=C/[C@@H]1CO1
LUMO level = -0.69 eV
2S+1 = 1
Kohn-Sham gap = 0.2940 hartree

Okay, here come the natural (NBO) numbers, in e, for every atom: -0.279, -0.297, -0.113, 0.013, -0.111, 0.192, 0.236, 0.210, 0.201, 0.183, 0.204, -0.468, 0.028

Version 2
Here is a molecular structure, C5H6OS from OMol25. Energies are from ωB97M-V/def2-TZVPD.

XYZ file:
```
13
Properties=species:S:1:pos:R:3
C -0.817 -0.740 -0.071
C -0.334 0.490 -0.873
C 0.238 -0.292 0.993
C 1.525 -0.315 0.156
C 1.154 0.184 -1.018
H -1.125 -2.623 -0.224
H -1.843 -0.627 0.302
H -0.886 0.892 -1.732
H 0.255 -0.688 2.012
H 2.491 -0.655 0.496
H 1.740 0.375 -1.907
O -0.623 -1.969 -0.719
S -0.390 1.444 0.730
```

Values from the calculation:
HOMO level = -8.45 eV
LUMO level = 0.76 eV
2S+1 = 1
Kohn-Sham gap = 0.3385 hartree

Okay, here come the natural (NBO) numbers, in e, for every atom: 0.085, -0.348, -0.361, -0.201, -0.199, 0.473, 0.189, 0.235, 0.229, 0.225, 0.225, -0.710, 0.159

Version 3
Here is C5H6OS in the gas phase from OMol25. Energies are from ωB97M-V/def2-TZVPD.

XYZ file:
```
13
Properties=species:S:1:pos:R:3
C 0.177 1.005 0.347
C -1.248 0.489 -0.090
C -1.236 -0.813 -0.234
C 0.130 -1.421 -0.065
C 1.031 -0.228 0.067
H 1.553 2.232 -0.286
H 0.095 1.225 1.426
H -2.139 1.114 -0.278
H -2.116 -1.469 -0.356
H 0.380 -2.096 -0.924
H 0.075 -2.012 0.837
O 0.595 2.209 -0.333
S 2.703 -0.235 -0.111
```

Values from the calculation:
HOMO level = -9.08 eV
SMILES = O[C@H]1C=CCC1=S
LUMO level = -0.62 eV
2S+1 = 1
Kohn-Sham gap = 0.3110 hartree

Okay, here come the natural (NBO) numbers, in e, for every atom: -0.026, -0.201, -0.175, -0.544, 0.003, 0.482, 0.203, 0.229, 0.218, 0.248, 0.247, -0.705, 0.022

It is version 1 that is the least stable of them.

Version 1
Here is a gas-phase ion, C4H6N (charge +1) from OMol25. Energies are from ωB97M-V/def2-TZVPD.

XYZ file:
```
11
Properties=species:S:1:pos:R:3
C -2.321 0.341 0.026
C 0.524 -1.716 0.101
C -0.005 -0.439 0.050
C 0.952 1.130 0.022
N -1.259 -0.065 -0.022
H -3.219 0.943 -0.071
H 0.227 -2.696 -0.088
H 1.599 -1.613 0.117
H 1.257 1.309 1.042
H 1.827 0.898 -0.655
H 0.418 1.909 -0.523
```

Values from the calculation:
HOMO level = -15.19 eV
SMILES = C#[N+]C(=C)C
Net charge = +1
LUMO level = -5.50 eV
2S+1 = 1
Kohn-Sham gap = 0.3560 hartree

Okay, here come the natural (NBO) numbers, in e, for every atom: 0.412, -0.225, 0.055, -0.552, -0.199, 0.306, 0.249, 0.231, 0.245, 0.246, 0.232

Version 2
Here is a molecular structure, C4H6N from OMol25. Energies are from ωB97M-V/def2-TZVPD.

XYZ file:
```
11
Properties=species:S:1:pos:R:3
C -2.892 -0.048 -0.294
C 1.234 0.557 0.313
C 1.127 -0.852 0.117
C -0.129 0.228 -0.518
N -1.057 -0.130 0.241
H -3.083 0.536 0.500
H 1.133 0.882 1.394
H 1.821 1.298 -0.277
H 1.254 -1.521 -0.777
H 0.898 -1.599 0.889
H -0.305 0.648 -1.589
```

Values from the calculation:
HOMO level = -14.63 eV
Net charge = +1
LUMO level = -6.63 eV
2S+1 = 1
Kohn-Sham gap = 0.2942 hartree

Okay, here come the natural (NBO) numbers, in e, for every atom: 0.413, -0.390, -0.125, -0.003, -0.356, 0.031, 0.290, 0.309, 0.282, 0.279, 0.271

Version 3
Here is 2 unconnected molecules or ions with the total composition C4H6N from OMol25. Energies are from ωB97M-V/def2-TZVPD.

XYZ file:
```
11
Properties=species:S:1:pos:R:3
C -3.119 0.358 -0.394
C 1.052 0.465 0.245
C 1.546 -0.809 -0.036
C -0.369 -0.023 -0.188
N -1.121 -0.070 0.776
H -3.632 0.497 0.588
H 1.128 0.892 1.210
H 1.236 1.091 -0.599
H 1.776 -1.114 -1.106
H 1.955 -1.480 0.789
H -0.453 0.193 -1.286
```

Values from the calculation:
HOMO level (spin up / spin down) = -14.07 / -14.43 eV
Net charge = +1
LUMO level (spin up / spin down) = -6.85 / -6.67 eV
2S+1 = 1
Kohn-Sham gap (spin up / spin down) = 0.2652 / 0.2853 hartree

Okay, here come the natural (NBO) numbers, in e, for every atom: 0.402, -0.478, -0.005, 0.004, -0.274, 0.032, 0.284, 0.284, 0.252, 0.264, 0.235

It is version 3 that is the least stable of them.

Version 1
Here is 8 unconnected molecules or ions with the total composition C32H88N8O8 from OMol25. Energies are from ωB97M-V/def2-TZVPD.

XYZ file:
```
136
Properties=species:S:1:pos:R:3
C -5.542 -4.995 -2.319
C -4.757 -4.816 -1.030
C -3.562 -3.950 -1.218
O -2.562 -4.689 -1.898
C -1.439 -3.893 -2.131
N -5.601 -4.188 0.031
H -5.761 -4.024 -2.765
H -6.470 -5.539 -2.141
H -4.956 -5.583 -3.032
H -4.458 -5.773 -0.600
H -3.170 -3.609 -0.257
H -3.804 -3.059 -1.823
H -0.623 -4.516 -2.517
H -0.977 -3.422 -1.255
H -1.579 -3.143 -2.921
H -6.350 -4.840 0.253
H -6.122 -3.425 -0.408
C -1.509 1.700 -7.449
C -1.273 1.406 -5.965
C 0.095 0.829 -5.734
O 0.337 -0.385 -6.430
C -0.501 -1.475 -6.119
N -1.451 2.625 -5.201
H -1.455 0.791 -8.043
H -0.836 2.488 -7.794
H -2.517 2.112 -7.578
H -2.073 0.683 -5.725
H 0.231 0.647 -4.658
H 0.903 1.491 -6.040
H -0.331 -1.896 -5.119
H -0.204 -2.282 -6.797
H -1.552 -1.256 -6.319
H -2.317 3.094 -5.436
H -1.483 2.512 -4.181
C -4.028 1.949 5.602
C -2.717 1.784 4.841
C -3.000 1.588 3.370
O -3.744 0.390 3.236
C -4.027 0.101 1.908
N -1.885 2.988 5.034
H -4.655 2.716 5.135
H -3.880 2.263 6.640
H -4.600 1.023 5.619
H -2.224 0.895 5.268
H -2.035 1.496 2.863
H -3.653 2.390 3.011
H -4.543 0.933 1.403
H -4.740 -0.723 1.892
H -3.128 -0.197 1.353
H -0.895 2.786 4.968
H -2.083 3.301 5.977
C 2.521 2.424 6.666
C 1.231 1.660 6.414
C 1.422 0.786 5.180
O 1.279 1.580 4.016
C 1.120 0.812 2.845
N 0.884 0.850 7.607
H 3.371 1.748 6.747
H 2.359 3.026 7.563
H 2.742 3.125 5.859
H 0.367 2.314 6.322
H 0.729 -0.067 5.143
H 2.442 0.373 5.181
H 0.106 0.437 2.688
H 1.821 -0.018 2.781
H 1.309 1.482 2.002
H 1.674 0.269 7.887
H 0.157 0.177 7.377
C -0.495 5.081 -1.703
C -1.629 5.305 -0.723
C -2.792 6.055 -1.338
O -3.609 6.578 -0.309
C -4.952 6.773 -0.718
N -2.073 3.969 -0.188
H -0.910 4.500 -2.536
H 0.331 4.512 -1.286
H -0.151 6.014 -2.154
H -1.292 5.886 0.144
H -3.299 5.392 -2.054
H -2.342 6.889 -1.901
H -4.986 7.376 -1.636
H -5.508 7.333 0.031
H -5.457 5.813 -0.873
H -1.617 3.860 0.718
H -3.044 4.065 0.122
C 9.814 -2.172 -1.070
C 8.446 -1.812 -0.540
C 7.354 -2.202 -1.514
O 6.169 -1.558 -1.128
C 5.144 -1.710 -2.075
N 8.236 -2.545 0.739
H 9.994 -3.246 -1.065
H 10.633 -1.686 -0.535
H 9.922 -1.789 -2.092
H 8.382 -0.726 -0.372
H 7.261 -3.295 -1.450
H 7.625 -1.850 -2.517
H 5.464 -1.370 -3.072
H 4.325 -1.037 -1.816
H 4.766 -2.738 -2.132
H 7.307 -2.327 1.089
H 8.917 -2.231 1.420
C -0.109 1.062 -0.452
C -0.524 0.969 -1.919
C -0.785 -0.504 -2.258
O 0.283 -1.362 -1.934
C 1.481 -1.089 -2.630
N -1.716 1.747 -2.179
H -0.067 2.094 -0.103
H 0.833 0.569 -0.198
H -0.857 0.575 0.187
H 0.345 1.257 -2.519
H -1.032 -0.584 -3.328
H -1.668 -0.839 -1.704
H 1.881 -0.111 -2.331
H 1.363 -1.106 -3.717
H 2.223 -1.823 -2.320
H -1.787 2.597 -1.593
H -2.531 1.205 -1.896
C 3.263 -3.839 0.553
C 2.625 -2.827 1.483
C 1.262 -3.211 2.001
O 0.818 -2.177 2.836
C -0.426 -2.478 3.440
N 3.559 -2.560 2.588
H 4.312 -3.579 0.407
H 2.772 -3.837 -0.420
H 3.238 -4.840 0.996
H 2.542 -1.866 0.961
H 1.302 -4.170 2.546
H 0.556 -3.375 1.169
H -1.223 -2.419 2.696
H -0.587 -1.779 4.255
H -0.360 -3.488 3.859
H 3.969 -3.438 2.895
H 3.083 -2.159 3.388
```

Values from the calculation:
HOMO level = -8.66 eV
SMILES = COC[C@H](C)N.COC[C@H](C)N.COC[C@H](C)N.COC[C@H](C)N.COC[C@H](C)N.COC[C@H](C)N.COC[C@H](C)N.COC[C@H](C)N
LUMO level = 0.55 eV
2S+1 = 1
Kohn-Sham gap = 0.3386 hartree

Mulliken population analysis, charges in e, atoms 1 to 99: -1.415, 0.309, -0.374, -0.412, -0.403, -0.712, 0.327, 0.397, 0.334, 0.360, 0.252, 0.146, 0.334, 0.072, 0.251, 0.277, 0.259, -1.668, 0.743, 0.034, -0.456, -0.444, -0.663, 0.320, 0.357, 0.463, 0.099, -0.396, 0.490, 0.011, 0.358, 0.285, 0.259, 0.314, -1.586, 0.986, -0.226, -0.409, -0.516, -0.739, 0.365, 0.471, 0.337, -0.127, -0.059, 0.357, 0.337, 0.293, 0.041, 0.166, 0.342, -1.568, 0.812, 0.141, -0.493, -0.220, -0.767, 0.367, 0.424, 0.322, -0.011, -0.252, 0.200, 0.056, 0.238, 0.224, 0.282, 0.227, -1.142, 0.491, -0.954, -0.327, -0.720, -0.669, 0.141, 0.321, 0.452, 0.311, 0.398, 0.381, 0.301, 0.261, 0.296, 0.173, 0.228, -1.491, 0.715, -0.791, -0.321, -0.634, -0.743, 0.375, 0.393, 0.354, 0.222, 0.305, 0.363, 0.436, 0.095

Version 2
Here is 8 unconnected molecules or ions with the total composition C32H88N8O8 from OMol25. Energies are from ωB97M-V/def2-TZVPD.

XYZ file:
```
136
Properties=species:S:1:pos:R:3
C -2.509 -3.115 2.038
C -3.396 -2.342 2.971
C -2.847 -2.312 4.392
O -2.478 -3.567 4.934
C -3.510 -4.508 4.990
N -3.584 -0.984 2.497
H -1.506 -2.678 1.950
H -2.888 -3.084 1.013
H -2.378 -4.161 2.313
H -4.384 -2.816 2.980
H -3.541 -1.801 5.075
H -1.926 -1.722 4.365
H -4.528 -4.088 5.045
H -3.346 -5.205 5.807
H -3.614 -5.112 4.066
H -2.722 -0.475 2.327
H -4.161 -0.440 3.127
C 1.431 -0.028 3.209
C 0.788 1.262 3.677
C -0.718 1.142 3.579
O -1.299 2.289 4.206
C -2.701 2.116 4.346
N 1.263 1.535 5.057
H 1.142 -0.370 2.218
H 1.188 -0.812 3.936
H 2.517 0.071 3.278
H 1.151 2.136 3.131
H -1.056 0.255 4.133
H -1.011 1.161 2.523
H -3.139 1.662 3.453
H -3.148 3.079 4.566
H -2.852 1.418 5.181
H 1.058 0.710 5.624
H 0.598 2.223 5.415
C 5.481 1.809 -0.267
C 5.491 3.240 -0.752
C 6.880 3.857 -0.644
O 7.709 3.305 -1.649
C 8.766 4.133 -2.061
N 4.959 3.302 -2.105
H 4.625 1.228 -0.622
H 5.613 1.607 0.796
H 6.276 1.195 -0.724
H 4.834 3.831 -0.104
H 7.363 3.733 0.339
H 6.826 4.953 -0.769
H 9.239 3.696 -2.935
H 9.508 4.230 -1.254
H 8.416 5.149 -2.288
H 5.659 2.934 -2.743
H 4.798 4.261 -2.392
C -1.728 -5.999 -6.967
C -0.295 -5.431 -6.888
C 0.472 -6.092 -5.759
O -0.286 -5.919 -4.572
C 0.356 -6.480 -3.467
N 0.449 -5.586 -8.137
H -2.200 -5.826 -7.932
H -2.308 -5.629 -6.125
H -1.672 -7.086 -6.826
H -0.354 -4.369 -6.633
H 1.445 -5.602 -5.626
H 0.630 -7.165 -5.933
H -0.332 -6.577 -2.630
H 1.222 -5.874 -3.159
H 0.762 -7.478 -3.685
H 0.157 -4.937 -8.860
H 0.214 -6.481 -8.563
C 3.910 3.004 2.980
C 4.928 4.085 3.256
C 4.427 5.459 2.946
O 3.782 5.543 1.693
C 3.926 6.804 1.085
N 5.335 4.138 4.675
H 3.006 3.152 3.587
H 4.337 2.039 3.257
H 3.468 2.992 1.980
H 5.861 3.965 2.697
H 5.281 6.153 2.976
H 3.768 5.857 3.736
H 3.158 6.869 0.315
H 4.899 6.847 0.585
H 3.770 7.598 1.819
H 4.524 3.962 5.261
H 5.984 3.385 4.877
C -6.580 2.023 -0.218
C -5.172 1.459 -0.311
C -4.241 1.998 0.753
O -3.742 3.265 0.432
C -3.310 4.028 1.554
N -5.227 0.002 -0.193
H -7.103 1.839 -1.162
H -6.588 3.119 -0.164
H -7.185 1.587 0.574
H -4.727 1.728 -1.270
H -3.373 1.310 0.805
H -4.662 1.889 1.769
H -4.162 4.260 2.196
H -2.841 4.919 1.148
H -2.565 3.406 2.060
H -5.292 -0.308 0.767
H -4.387 -0.388 -0.602
C -2.500 0.215 -2.992
C -3.189 -1.117 -2.696
C -2.706 -2.153 -3.698
O -3.215 -1.797 -4.987
C -3.520 -2.909 -5.799
N -2.830 -1.534 -1.327
H -2.817 0.620 -3.951
H -1.410 0.127 -3.028
H -2.717 0.930 -2.193
H -4.261 -0.966 -2.830
H -2.954 -3.175 -3.391
H -1.620 -2.058 -3.831
H -4.138 -2.564 -6.628
H -4.107 -3.600 -5.186
H -2.635 -3.390 -6.226
H -3.343 -2.399 -1.148
H -1.863 -1.873 -1.308
C 1.210 1.066 0.358
C 0.238 0.032 -0.188
C 0.660 -1.382 0.180
O 0.270 -2.239 -0.913
C 0.296 -3.588 -0.560
N -1.079 0.260 0.461
H 2.046 1.271 -0.315
H 1.662 0.756 1.303
H 0.707 2.017 0.546
H 0.092 0.101 -1.267
H 0.234 -1.752 1.112
H 1.758 -1.433 0.187
H 0.149 -4.178 -1.468
H -0.585 -3.834 0.056
H 1.206 -3.914 -0.051
H -1.283 1.253 0.515
H -1.834 -0.152 -0.089
```

Values from the calculation:
HOMO level = -8.50 eV
SMILES = COC[C@H](C)N.COC[C@H](C)N.COC[C@H](C)N.COC[C@H](C)N.COC[C@H](C)N.COC[C@H](C)N.COC[C@H](C)N.COC[C@H](C)N
LUMO level = 0.65 eV
2S+1 = 1
Kohn-Sham gap = 0.3362 hartree

Mulliken population analysis, charges in e, atoms 1 to 99: -0.837, 0.359, -0.292, -0.427, -0.762, 0.215, -0.104, -0.031, 0.460, 0.417, 0.535, -0.164, 0.296, 0.324, 0.234, -0.798, 0.342, -2.191, 0.491, 1.456, -0.493, -0.538, -0.626, 0.495, 0.597, 0.122, 0.247, -0.083, -0.836, -0.020, 0.290, 0.362, 0.375, 0.365, -1.529, 1.217, -0.992, -0.297, -0.769, -0.802, 0.313, 0.275, 0.377, -0.043, 0.382, 0.459, 0.253, 0.283, 0.318, 0.300, 0.253, -1.432, 0.539, -0.801, -0.182, -0.815, -0.753, 0.400, 0.274, 0.408, 0.231, 0.345, 0.363, 0.262, 0.299, 0.320, 0.277, 0.268, -1.254, 1.140, -1.137, -0.177, -0.857, -0.820, 0.368, 0.331, 0.222, 0.010, 0.473, 0.267, 0.212, 0.272, 0.399, 0.308, 0.266, -1.719, 0.516, 0.778, -0.445, -0.448, -0.652, 0.396, 0.340, 0.345, 0.282, -0.717, 0.395, 0.273, 0.313

It is version 2 that is the least stable of them.

Version 1
Here is C4H8OS in the gas phase from OMol25. Energies are from ωB97M-V/def2-TZVPD.

XYZ file:
```
14
Properties=species:S:1:pos:R:3
C 2.360 -0.501 1.110
C 0.839 -0.693 0.712
C -1.320 0.160 -0.813
C -2.261 1.135 -1.284
H 2.546 0.456 1.552
H 2.993 -0.718 0.231
H 2.670 -1.274 1.867
H 0.752 -1.472 -0.016
H 0.278 -0.964 1.613
H -2.618 0.807 -2.237
H -3.118 1.139 -0.606
H -1.782 2.101 -1.336
O -1.491 -0.992 -0.758
S 0.152 0.816 -0.035
```

Values from the calculation:
HOMO level = -9.29 eV
SMILES = CCSC(C)=O
LUMO level = 0.92 eV
2S+1 = 1
Kohn-Sham gap = 0.3752 hartree

Okay, here come the natural (NBO) numbers, in e, for every atom: -0.613, -0.522, 0.445, -0.721, 0.212, 0.214, 0.215, 0.233, 0.216, 0.244, 0.253, 0.229, -0.550, 0.144

Version 2
Here is 2 unconnected molecules or ions with the total composition C4H8OS from OMol25. Energies are from ωB97M-V/def2-TZVPD.

XYZ file:
```
14
Properties=species:S:1:pos:R:3
C 1.348 -0.200 -1.216
C 0.524 -0.163 -0.012
C -0.505 1.817 0.338
C -0.371 -1.228 0.531
O -1.648 -1.141 -0.065
S 2.234 -0.079 0.371
H 1.477 -1.140 -1.740
H 1.416 0.679 -1.838
H -0.771 2.052 -0.673
H 0.300 2.374 0.775
H -1.310 1.545 0.990
H -0.421 -1.123 1.622
H 0.059 -2.220 0.302
H -2.331 -1.172 0.614
```

Values from the calculation:
HOMO level = -8.17 eV
LUMO level = 0.71 eV
2S+1 = 1
Kohn-Sham gap = 0.3263 hartree

Okay, here come the natural (NBO) numbers, in e, for every atom: -0.504, -0.107, -0.538, -0.119, -0.719, 0.128, 0.221, 0.228, 0.196, 0.196, 0.189, 0.181, 0.174, 0.475

Version 3
Here is a molecular structure, C4H8OS from OMol25. Energies are from ωB97M-V/def2-TZVPD.

XYZ file:
```
14
Properties=species:S:1:pos:R:3
C -1.676 -0.712 0.531
C 0.289 0.024 -0.610
C 0.363 1.454 -0.015
C 1.439 -0.953 -0.313
H -2.671 0.162 0.807
H -1.944 -2.098 0.410
H -0.710 -0.647 1.528
H 0.413 0.213 -1.733
H 0.364 1.332 1.113
H 1.297 2.045 -0.351
H -0.480 2.096 -0.220
H 1.351 -2.051 -0.546
O -0.968 -0.513 -0.715
S 2.932 -0.353 0.113
```

Values from the calculation:
HOMO level = -8.76 eV
LUMO level = -0.47 eV
2S+1 = 1
Kohn-Sham gap = 0.3047 hartree

Okay, here come the natural (NBO) numbers, in e, for every atom: -0.322, 0.009, -0.652, -0.263, 0.230, 0.217, 0.179, 0.234, 0.212, 0.244, 0.227, 0.222, -0.561, 0.025

It is version 3 that is the least stable of them.